Entry 1:
{"formula": "C22H15Cl2N5OS", "method": "ωB97M-V with the def2-TZVPD basis set", "largest_force_ev_per_a": 1.5, "multiplicity": 1, "de_lowest_kj_mol": 16.0, "total_energy_ha": -2514.95750, "smiles": "O=C(CSc1nnc(-c2ccccc2)c(-c2ccccc2)n1)Nc1ncc(Cl)cc1Cl", "elements": ["O", "C", "C", "S", "C", "N", "N", "C", "C", "C", "C", "C", "C", "C", "C", "C", "C", "C", "C", "C", "C", "N", "N", "C", "N", "C", "C", "Cl", "C", "C", "Cl", "H", "H", "H", "H", "H", "H", "H", "H", "H", "H", "H", "H", "H", "H", "H"], "positions_angstrom": [[-3.295, 1.329, -2.764], [-3.105, 1.484, -1.584], [-4.070, 1.050, -0.511], [-4.451, -0.737, -0.597], [-2.830, -1.347, -0.518], [-2.611, -2.625, -0.185], [-1.438, -2.880, 0.270], [-0.435, -2.018, 0.261], [0.710, -2.342, 1.109], [1.217, -3.638, 1.147], [2.270, -3.943, 1.990], [2.812, -2.969, 2.813], [2.293, -1.685, 2.798], [1.248, -1.369, 1.950], [-0.589, -0.899, -0.610], [0.447, -0.237, -1.404], [1.784, -0.158, -1.015], [2.707, 0.479, -1.824], [2.321, 1.034, -3.033], [0.998, 0.946, -3.436], [0.069, 0.319, -2.630], [-1.842, -0.547, -0.860], [-2.008, 2.241, -1.184], [-1.289, 2.263, -0.017], [-1.778, 1.727, 1.091], [-1.068, 1.706, 2.203], [0.210, 2.235, 2.277], [1.120, 2.167, 3.738], [0.752, 2.830, 1.140], [-0.003, 2.851, -0.013], [0.632, 3.590, -1.438], [-3.691, 1.274, 0.483], [-5.028, 1.538, -0.690], [0.780, -4.390, 0.510], [2.666, -4.947, 2.009], [3.632, -3.212, 3.472], [2.700, -0.926, 3.449], [0.827, -0.373, 1.948], [2.107, -0.588, -0.081], [3.738, 0.539, -1.506], [3.048, 1.528, -3.659], [0.689, 1.365, -4.382], [-0.958, 0.234, -2.951], [-1.484, 2.594, -1.982], [-1.543, 1.243, 3.056], [1.740, 3.261, 1.160]], "atomic_forces_ev_per_a": [[-0.160, 0.010, -0.134], [-0.006, 0.265, -0.005], [-0.149, -0.698, 0.104], [-0.472, 0.224, 0.008], [0.685, 0.031, -0.126], [-1.487, 0.226, -0.155], [0.834, -0.788, 0.655], [-0.229, 0.840, -0.892], [0.375, -0.139, 0.224], [-0.032, 0.137, -0.058], [0.046, -0.075, 0.041], [0.025, -0.003, 0.023], [0.086, 0.079, 0.063], [-0.148, -0.167, -0.046], [-0.393, -0.831, 0.691], [0.427, 0.405, -0.122], [-0.052, -0.030, 0.004], [0.113, 0.033, -0.039], [-0.007, -0.043, -0.043], [0.106, -0.062, -0.090], [-0.040, -0.145, 0.089], [0.200, -0.131, -0.064], [0.208, 0.650, -0.608], [0.397, 0.064, 0.473], [-0.063, 0.061, -0.288], [0.392, 0.120, 0.212], [-0.179, 0.080, -0.372], [0.082, -0.048, 0.181], [-0.307, -0.147, 0.082], [-0.108, -0.077, 0.228], [0.008, 0.164, 0.063], [-0.216, 0.015, -0.233], [0.048, 0.036, -0.045], [-0.041, -0.077, -0.053], [0.037, -0.081, -0.005], [0.066, -0.026, 0.055], [0.025, 0.063, 0.063], [-0.004, 0.072, -0.013], [0.040, 0.020, -0.014], [0.086, 0.003, 0.025], [0.064, 0.043, -0.051], [-0.037, 0.030, -0.082], [-0.123, 0.023, -0.033], [-0.264, -0.153, 0.131], [0.082, -0.014, 0.188], [0.081, 0.041, -0.030]]}

---

Entry 2:
{"formula": "C22H15F5IN4O8S4W", "method": "ωB97M-V with the def2-TZVPD basis set", "largest_force_ev_per_a": 1.5, "multiplicity": 1, "de_lowest_kj_mol": 0.0, "total_energy_ha": -4124.99012, "total_charge": 1, "elements": ["W", "N", "C", "S", "N", "N", "C", "C", "C", "C", "C", "C", "C", "O", "H", "H", "H", "H", "H", "H", "H", "F", "C", "C", "F", "C", "F", "C", "S", "C", "F", "C", "F", "O", "S", "O", "O", "C", "C", "C", "C", "C", "C", "S", "O", "O", "O", "H", "H", "H", "H", "N", "C", "O", "C", "I", "H", "H", "H", "H"], "positions_angstrom": [[0.485, -0.275, 0.039], [-0.360, 3.911, 1.436], [-0.064, 2.607, 1.275], [-1.017, 1.717, 0.131], [0.900, 2.111, 1.990], [1.189, 0.785, 1.749], [2.137, 0.316, 2.502], [2.537, -1.057, 2.607], [3.620, -1.406, 3.425], [3.958, -2.729, 3.596], [3.204, -3.726, 2.964], [2.134, -3.404, 2.152], [1.822, -2.070, 1.969], [0.789, -1.720, 1.188], [-1.142, 4.324, 0.963], [0.138, 4.445, 2.128], [2.608, 1.045, 3.154], [4.181, -0.623, 3.921], [4.792, -2.998, 4.228], [3.457, -4.767, 3.117], [1.538, -4.163, 1.663], [-2.571, 2.772, -4.456], [-2.735, 1.637, -3.793], [-1.881, 0.575, -4.019], [-0.883, 0.697, -4.893], [-2.061, -0.605, -3.327], [-1.225, -1.607, -3.578], [-3.079, -0.754, -2.391], [-3.240, -2.264, -1.505], [-3.919, 0.336, -2.178], [-4.892, 0.273, -1.267], [-3.763, 1.518, -2.873], [-4.583, 2.543, -2.663], [0.895, 2.480, -2.899], [1.362, 1.392, -2.124], [1.657, 1.667, -0.691], [0.401, 0.214, -1.972], [2.748, 0.651, -2.927], [3.378, 1.409, -3.891], [4.455, 0.872, -4.594], [4.885, -0.411, -4.335], [4.254, -1.188, -3.367], [3.180, -0.674, -2.671], [2.604, -1.639, -1.301], [3.550, -2.663, -1.046], [2.516, -0.537, -0.226], [1.188, -2.059, -1.378], [3.016, 2.408, -4.097], [4.949, 1.469, -5.347], [5.728, -0.820, -4.876], [4.602, -2.186, -3.139], [-1.554, -3.153, 0.413], [-2.130, -1.941, -0.044], [-1.142, -1.024, -0.456], [-2.993, -1.267, 1.025], [-1.783, -0.546, 2.649], [-0.880, -3.510, -0.255], [-2.253, -3.854, 0.622], [-3.715, -1.956, 1.451], [-3.470, -0.374, 0.638]], "atomic_forces_ev_per_a": [[-0.680, 1.047, -0.858], [-0.019, -0.211, -0.025], [-0.048, 0.445, 0.135], [0.275, -0.659, 0.332], [0.023, -0.204, -0.010], [-0.039, 0.247, -0.507], [0.015, -0.386, 0.316], [0.105, 0.457, -0.022], [0.130, -0.060, 0.126], [-0.057, 0.044, -0.013], [-0.014, 0.025, 0.012], [0.027, -0.256, 0.044], [-0.311, 0.150, 0.009], [-0.003, 0.060, 0.178], [0.012, 0.025, -0.002], [0.000, -0.005, 0.008], [-0.022, -0.008, 0.043], [-0.016, -0.029, -0.008], [-0.004, -0.009, -0.021], [0.016, 0.022, -0.016], [0.021, 0.017, -0.014], [-0.007, -0.049, 0.042], [0.022, 0.156, -0.092], [0.111, -0.002, -0.128], [-0.039, -0.013, 0.042], [-0.002, -0.170, -0.068], [-0.018, 0.055, 0.046], [-0.038, 0.096, 0.078], [0.028, -0.025, -0.225], [-0.010, -0.063, 0.100], [-0.008, -0.056, -0.039], [-0.071, 0.127, -0.015], [0.035, -0.024, 0.036], [0.006, -0.027, -0.083], [-0.038, -0.067, 0.472], [-0.026, -0.194, -0.399], [0.155, 0.497, -0.374], [0.038, -0.430, -0.023], [-0.023, -0.060, -0.012], [0.007, 0.093, -0.036], [0.065, -0.066, -0.066], [-0.079, -0.024, -0.068], [-0.053, 0.469, 0.054], [-0.259, -0.036, 0.257], [0.126, 0.048, 0.025], [0.183, -0.681, -0.206], [0.422, 0.114, -0.102], [0.025, -0.022, -0.022], [0.000, 0.006, 0.012], [-0.025, -0.009, -0.004], [0.027, 0.019, -0.004], [0.327, 0.120, 0.063], [-0.626, 0.406, 0.313], [0.731, -0.531, 0.275], [0.537, 0.113, 0.075], [-0.590, -0.324, 0.554], [-0.143, -0.085, -0.082], [-0.001, 0.000, 0.034], [-0.062, 0.008, -0.049], [-0.140, -0.079, -0.089]]}